Here is a 5-piece molecular cluster, C31H63BBr2N6O5S overall at a distorted geometry from the OMol25 dataset. Energies are from ωB97M-V/def2-TZVPD.

- Maximum force: 7.02 eV/A
- LUMO level: -1.584 eV
- SMILES string: CC[C@H](Br)c1cc(B(C)O)c2ncc(S)nc2c1CCCBr.COC[C@@H](C)N.COC[C@@H](C)N.COC[C@@H](C)N.COC[C@@H](C)N
- E: -7494.24840 hartree

```
! RIJCOSX wB97M-V def2-TZVPD def2/J DEFGRID3
* xyz 0 1
C 5.08 2.43 -0.26
C 3.46 2.12 -0.34
C 3.06 1.10 -1.57
Br 1.69 1.84 -2.83
C 2.59 -0.38 -1.02
C 3.50 -1.68 -1.46
C 3.07 -3.22 -0.98
B 4.05 -4.42 -1.55
C 4.27 -5.90 -0.86
O 4.85 -4.12 -2.79
C 1.72 -3.48 -0.04
N 1.41 -4.91 0.32
C 0.18 -5.00 1.16
C -0.68 -3.71 1.66
S -2.20 -4.01 2.78
N -0.39 -2.28 1.32
C 0.83 -2.20 0.44
C 1.27 -0.68 -0.08
C 0.33 0.62 0.37
C -1.18 0.42 -0.30
C -1.85 1.81 -0.86
Br -2.70 2.94 0.60
H 5.67 2.15 -1.23
H 5.47 1.84 0.70
H 5.22 3.58 -0.01
H 3.05 1.62 0.66
H 2.90 3.15 -0.56
H 4.05 0.93 -2.21
H 4.46 -1.53 -2.12
H 4.99 -5.80 0.06
H 4.88 -6.55 -1.66
H 3.29 -6.50 -0.64
H 5.65 -3.57 -2.45
H -0.20 -6.07 1.49
H -1.86 -3.33 3.99
H 0.73 1.64 -0.05
H 0.27 0.74 1.54
H -1.89 -0.04 0.51
H -1.02 -0.36 -1.19
H -2.76 1.48 -1.56
H -1.14 2.45 -1.55
C -3.94 -1.59 8.21
O -3.47 -2.16 7.00
C -3.02 -3.52 7.12
C -4.16 -4.57 7.10
C -4.94 -4.65 8.41
N -5.10 -4.32 6.00
H -3.38 -1.95 9.08
H -5.00 -1.78 8.32
H -3.80 -0.51 8.14
H -2.38 -3.70 6.25
H -2.38 -3.64 8.00
H -3.70 -5.55 6.94
H -5.65 -3.82 8.53
H -5.53 -5.57 8.43
H -4.27 -4.66 9.27
H -4.59 -4.37 5.11
H -5.38 -3.33 6.05
C -6.61 -0.06 -0.34
O -5.90 0.44 -1.46
C -6.73 0.95 -2.51
C -7.24 2.39 -2.27
C -8.38 2.48 -1.26
N -6.15 3.28 -1.85
H -7.56 -0.54 -0.63
H -6.79 0.74 0.38
H -5.98 -0.81 0.15
H -6.10 0.96 -3.40
H -7.55 0.26 -2.72
H -7.63 2.75 -3.23
H -8.03 2.38 -0.23
H -8.88 3.45 -1.34
H -9.13 1.70 -1.44
H -5.44 3.30 -2.58
H -5.68 2.83 -1.06
C 3.28 8.91 2.32
O 3.36 8.77 0.91
C 4.69 8.53 0.41
C 5.14 7.06 0.52
C 5.54 6.64 1.94
N 4.12 6.13 0.02
H 4.16 9.40 2.74
H 3.12 7.94 2.78
H 2.40 9.53 2.54
H 4.66 8.80 -0.65
H 5.40 9.21 0.88
H 6.04 6.95 -0.11
H 4.67 6.46 2.58
H 6.10 5.70 1.91
H 6.17 7.40 2.41
H 3.93 6.35 -0.96
H 3.24 6.37 0.49
C 4.08 -3.75 -7.30
O 3.89 -2.47 -6.71
C 2.61 -1.87 -6.99
C 1.46 -2.38 -6.09
C 0.96 -3.77 -6.47
N 1.85 -2.39 -4.67
H 3.59 -3.83 -8.27
H 3.72 -4.52 -6.62
H 5.15 -3.89 -7.43
H 2.74 -0.80 -6.80
H 2.37 -1.97 -8.05
H 0.62 -1.69 -6.22
H 1.63 -4.57 -6.14
H -0.01 -3.96 -6.00
H 0.83 -3.86 -7.56
H 2.09 -1.43 -4.40
H 2.74 -2.89 -4.60
*
```


Here is a 3-piece molecular cluster, C31H63BrClNO15P4 overall at a distorted geometry from the OMol25 dataset. Energies are from ωB97M-V/def2-TZVPD.

- Maximum force: 6.95 eV/A
- LUMO level: 0.089 eV
- SMILES string: CCC[C@]1(CC(=O)Cl)C(=O)N[C@](Br)(PP(=O)(O)O)[C@@H]1CCCCCCCCOC(C)=O.CCOP(=O)(OCC)OCC.CCOP(=O)(OCC)OCC
- E: -6802.12564 hartree

```
! RIJCOSX wB97M-V def2-TZVPD def2/J DEFGRID3
* xyz 0 1
C -1.77 2.82 5.54
C -3.04 2.46 4.76
C -2.77 2.28 3.23
C -3.53 3.24 2.33
C -5.06 3.15 2.63
C -5.57 1.75 2.91
O -5.46 0.80 2.20
Cl -6.45 1.55 4.49
C -3.47 2.94 0.80
O -3.10 1.93 0.28
N -3.91 4.13 0.14
C -3.79 5.29 0.99
Br -5.46 6.28 1.49
P -2.79 6.51 -0.05
P -4.16 7.73 -1.22
O -5.31 6.97 -1.71
O -4.59 9.03 -0.35
O -3.33 8.27 -2.49
C -3.12 4.73 2.28
C -1.68 5.17 2.62
C -0.56 4.38 1.91
C 0.60 5.26 1.37
C 1.98 4.71 1.82
C 2.63 3.79 0.78
C 4.18 3.85 0.82
C 4.77 3.74 -0.61
C 4.45 2.39 -1.23
O 4.50 2.44 -2.67
C 3.28 2.43 -3.25
C 3.26 1.81 -4.63
O 2.29 2.90 -2.75
H -1.96 2.82 6.61
H -1.39 3.81 5.27
H -1.01 2.07 5.34
H -3.34 1.48 5.16
H -3.86 3.13 4.98
H -1.69 2.35 3.11
H -3.00 1.24 2.99
H -5.69 3.56 1.83
H -5.27 3.78 3.50
H -4.80 4.04 -0.34
H -2.19 7.45 0.83
H -5.38 9.44 -0.73
H -3.50 9.21 -2.63
H -3.72 5.16 3.09
H -1.62 6.23 2.36
H -1.60 5.14 3.71
H -0.12 3.71 2.66
H -0.93 3.73 1.12
H 0.61 5.16 0.28
H 0.53 6.30 1.70
H 1.91 4.22 2.80
H 2.67 5.56 1.96
H 2.35 4.14 -0.22
H 2.27 2.76 0.84
H 4.62 3.06 1.42
H 4.50 4.80 1.25
H 4.32 4.56 -1.18
H 5.85 3.93 -0.61
H 3.53 1.95 -0.86
H 5.26 1.72 -0.92
H 2.65 0.91 -4.64
H 2.85 2.54 -5.34
H 4.28 1.63 -4.95
C 5.22 -1.62 3.64
C 5.69 -1.91 2.23
O 4.73 -2.66 1.48
P 3.29 -1.97 1.12
O 3.66 -0.80 0.28
O 2.76 -2.98 -0.05
C 2.12 -2.46 -1.23
C 3.06 -2.56 -2.41
O 2.42 -2.72 2.27
C 2.14 -4.13 2.30
C 3.29 -4.98 2.80
H 4.35 -0.96 3.63
H 6.01 -1.15 4.22
H 4.92 -2.54 4.15
H 5.93 -0.99 1.70
H 6.60 -2.52 2.26
H 1.79 -1.44 -1.07
H 1.23 -3.07 -1.41
H 4.03 -2.12 -2.18
H 2.64 -2.06 -3.29
H 3.24 -3.61 -2.66
H 1.78 -4.49 1.34
H 1.31 -4.24 3.00
H 4.07 -5.09 2.04
H 2.93 -5.98 3.05
H 3.75 -4.54 3.69
C -2.27 -4.06 -4.56
C -1.66 -4.53 -3.25
O -1.76 -5.95 -3.09
P -0.93 -6.91 -4.11
O 0.50 -6.56 -3.85
O -0.99 -8.35 -3.30
C 0.17 -9.19 -3.23
C 0.77 -9.13 -1.84
O -2.19 -7.32 -5.06
C -3.30 -8.11 -4.65
C -4.33 -7.36 -3.84
H -1.70 -4.44 -5.41
H -2.27 -2.97 -4.61
H -3.29 -4.42 -4.67
H -0.62 -4.22 -3.17
H -2.20 -4.08 -2.42
H 0.90 -8.91 -3.99
H -0.16 -10.21 -3.45
H 0.94 -8.10 -1.53
H 1.72 -9.67 -1.81
H 0.09 -9.58 -1.12
H -2.99 -9.02 -4.15
H -3.77 -8.44 -5.58
H -4.00 -7.21 -2.81
H -5.26 -7.93 -3.80
H -4.54 -6.38 -4.27
*
```


Q: Among the records above, which one has the lowest E?
A: C31H63BBr2N6O5S


Q: What is the formula in the second record?
A: C31H63BrClNO15P4